{"formula": "C7H21BCoO4", "method": "wB97M-V/def2-TZVPD", "symbols": ["Co", "C", "O", "H", "H", "H", "C", "O", "H", "H", "H", "C", "O", "H", "H", "H", "B", "H", "H", "H", "H", "C", "C", "C", "O", "C", "H", "H", "H", "H", "H", "H", "H", "H"], "xyz": [[20.638, 1.313, -11.213], [20.431, -1.302, -8.941], [20.888, -0.022, -9.349], [20.704, -1.443, -7.895], [19.353, -1.448, -9.019], [20.854, -2.162, -9.460], [20.882, 4.286, -9.813], [20.725, 2.883, -9.610], [21.942, 4.539, -9.802], [20.503, 4.607, -10.783], [20.368, 4.858, -9.040], [17.850, 2.214, -12.408], [18.497, 1.377, -11.511], [18.002, 1.865, -13.429], [16.785, 2.220, -12.175], [18.243, 3.230, -12.391], [22.431, 1.698, -12.384], [22.732, 2.716, -12.193], [23.126, 1.254, -13.079], [22.494, 1.111, -11.480], [21.418, 1.613, -12.746], [20.663, -1.959, -14.782], [19.500, -2.433, -13.961], [19.922, -1.929, -12.629], [20.392, -0.674, -12.946], [20.970, -0.580, -14.304], [20.437, -2.096, -15.839], [21.630, -2.458, -14.725], [19.279, -3.500, -13.913], [18.635, -1.969, -14.434], [20.635, -2.572, -12.112], [19.084, -1.850, -11.937], [22.038, -0.365, -14.287], [20.576, 0.254, -14.886]], "lumo_energy_ev": [7.79, 7.94], "spin_multiplicity": 5, "orbital_gap_ev": [2.4, 6.0], "total_charge": -3, "s2": 6.007}

=====

{"formula": "C28H19BrCaF6N2O6S6", "method": "wB97M-V/def2-TZVPD", "symbols": ["Ca", "S", "C", "C", "C", "C", "C", "C", "S", "C", "C", "C", "C", "C", "C", "C", "S", "C", "C", "C", "C", "C", "C", "S", "N", "H", "H", "H", "H", "H", "H", "H", "H", "H", "H", "H", "H", "H", "H", "H", "F", "C", "F", "F", "S", "O", "O", "N", "S", "O", "O", "C", "F", "F", "F", "Br", "C", "C", "C", "C", "C", "C", "C", "O", "O", "H", "H", "H", "H"], "xyz": [[-0.481, -0.704, -0.223], [0.449, -0.389, 2.874], [-0.924, -1.093, 3.645], [-1.461, -0.513, 4.816], [-2.560, -1.033, 5.464], [-3.201, -2.176, 4.984], [-2.699, -2.774, 3.841], [-1.587, -2.252, 3.184], [-1.072, -3.077, 1.703], [0.498, -3.833, 2.204], [1.759, -3.053, 1.942], [2.749, -2.924, 2.913], [3.912, -2.260, 2.579], [4.073, -1.787, 1.284], [3.051, -2.004, 0.367], [3.204, -1.638, -1.083], [2.166, -0.230, -1.590], [1.734, -0.738, -3.238], [2.261, 0.016, -4.281], [1.960, -0.283, -5.600], [1.125, -1.365, -5.860], [0.600, -2.115, -4.827], [0.865, -1.828, -3.475], [0.160, -2.791, -2.213], [1.912, -2.603, 0.704], [-0.988, 0.388, 5.185], [-2.935, -0.531, 6.349], [-4.074, -2.580, 5.479], [-3.171, -3.660, 3.432], [0.564, -4.748, 1.609], [0.421, -4.124, 3.251], [2.577, -3.291, 3.916], [4.686, -2.102, 3.321], [4.974, -1.270, 0.981], [2.871, -2.492, -1.675], [4.248, -1.416, -1.307], [2.908, 0.851, -4.039], [2.364, 0.320, -6.405], [0.869, -1.621, -6.883], [-0.065, -2.942, -5.041], [-3.229, 0.521, -4.513], [-3.217, -0.371, -3.515], [-4.476, -0.748, -3.274], [-2.525, -1.431, -3.911], [-2.492, 0.385, -1.994], [-1.090, 0.539, -2.285], [-2.710, -0.609, -0.958], [-3.211, 1.707, -1.854], [-4.565, 2.098, -1.141], [-5.658, 2.063, -2.071], [-4.738, 1.534, 0.157], [-4.261, 3.934, -0.879], [-3.063, 4.336, -1.255], [-5.158, 4.618, -1.620], [-4.473, 4.254, 0.386], [2.446, 6.896, 0.165], [2.180, 5.031, 0.505], [3.289, 4.232, 0.722], [3.086, 2.882, 0.971], [1.804, 2.354, 0.985], [0.702, 3.171, 0.764], [0.893, 4.529, 0.533], [-0.723, 2.612, 0.777], [-1.626, 3.393, 1.076], [-0.812, 1.378, 0.520], [4.285, 4.654, 0.697], [3.939, 2.239, 1.151], [1.635, 1.304, 1.184], [0.026, 5.159, 0.388]], "lumo_energy_ev": 3.93, "orbital_gap_ev": 6.0, "total_charge": -2, "relative_energy_kj_mol": 107.96}

=====

{"formula": "C3H10N2O2S", "method": "wB97M-V/def2-TZVPD", "symbols": ["C", "C", "S", "N", "C", "N", "O", "H", "H", "H", "H", "H", "H", "H", "H", "H", "H", "O"], "xyz": [[0.492, 0.603, -0.798], [0.132, 1.960, -0.155], [-1.621, 2.351, -0.065], [1.540, -0.156, -0.190], [1.296, -0.838, 1.005], [0.070, -1.119, 1.447], [2.314, -1.077, 1.658], [-0.402, -0.082, -0.903], [0.776, 0.877, -1.787], [0.345, 2.738, -0.947], [0.786, 2.224, 0.662], [-2.347, 1.518, 0.738], [2.536, 0.057, -0.314], [-0.135, -1.501, 2.356], [-0.730, -0.887, 0.881], [-0.964, -2.528, -1.353], [-2.433, -2.055, -1.397], [-1.654, -2.086, -0.838]], "lumo_energy_ev": [-3.07, -8.77], "spin_multiplicity": 2, "orbital_gap_ev": [10.4, 4.5], "total_charge": 1, "relative_energy_kj_mol": 114.81, "s2": 0.774}